Entry 1:
{"formula": "C6H16N2O", "method": "ωB97M-V/def2-TZVPD", "elements": ["H", "C", "H", "H", "H", "C", "H", "C", "H", "H", "H", "H", "H", "H", "C", "C", "C", "H", "N", "H", "H", "H", "N", "O", "H"], "coordinates": [[0.625, -1.029, -0.854], [-0.906, -1.310, 1.078], [-0.233, 1.646, 2.398], [0.981, -1.144, -2.463], [1.062, -0.667, 1.644], [0.907, 1.702, 0.598], [1.241, 1.174, -2.753], [-0.627, -2.556, 0.805], [2.353, 0.789, -1.363], [1.863, 1.198, 0.754], [-0.415, 1.715, -0.979], [0.359, -3.060, 1.072], [-1.200, 1.240, 0.998], [-1.323, -0.062, -1.888], [-0.189, 1.091, 1.492], [1.301, 0.802, -1.679], [0.030, -0.381, 1.823], [-1.890, -0.874, 0.836], [0.626, -0.543, -1.728], [-1.298, -3.229, 0.302], [-2.608, -0.607, -1.380], [-0.072, -0.569, 2.914], [0.583, 1.743, -0.840], [-2.254, 0.175, -1.744], [1.084, 2.758, 0.958]], "lowdin_charge": [0.022, -0.220, 0.085, 0.074, 0.101, -0.226, 0.123, -0.031, 0.104, 0.103, 0.079, 0.091, 0.125, -0.014, -0.192, -0.276, -0.212, 0.103, 0.013, 0.048, -0.006, 0.121, -0.064, -0.066, 0.113], "e_lumo_ha": 0.0364, "smiles": "C=CCCCNCN.O", "homo_energy_ha": -0.318, "total_energy_ev": -11508.09636, "orbital_gap_ha": 0.355}

Entry 2:
{"formula": "C18H42N4O6Pt", "method": "ωB97M-V/def2-TZVPD", "elements": ["H", "H", "H", "N", "C", "H", "H", "H", "C", "H", "C", "H", "H", "H", "H", "H", "H", "C", "H", "H", "N", "C", "H", "H", "C", "H", "O", "H", "C", "C", "C", "H", "H", "H", "C", "H", "Pt", "H", "O", "H", "O", "C", "H", "C", "H", "H", "H", "H", "O", "H", "H", "H", "H", "C", "N", "C", "C", "H", "H", "H", "C", "O", "O", "H", "C", "H", "H", "H", "N", "H", "C"], "coordinates": [[-3.373, -1.057, -0.662], [-2.882, -4.878, -0.559], [3.287, 1.640, 1.769], [1.977, 0.532, -4.128], [-4.974, 0.132, 0.625], [-1.003, 3.468, 0.620], [-1.994, -2.221, 5.718], [1.914, 2.179, -5.360], [3.865, -1.810, 1.815], [-2.626, -3.611, 0.436], [3.438, 0.613, 2.101], [-3.145, -1.446, 4.647], [1.769, 5.948, 0.218], [-2.453, -0.453, 2.657], [-2.561, -2.921, 4.201], [0.675, -2.672, 3.916], [0.964, -0.966, 3.788], [-0.834, -3.886, -2.459], [4.350, -0.107, 0.367], [0.129, -3.477, -2.765], [0.865, 3.913, -0.284], [2.120, 1.115, -5.472], [-5.152, -0.778, 0.053], [-0.833, -4.878, -2.911], [-1.002, -3.706, -0.971], [2.656, 4.928, -0.876], [2.483, -0.572, 0.099], [-0.942, 4.958, -0.311], [-0.376, 4.325, 0.373], [0.259, -1.699, 4.178], [-2.881, -0.080, -0.534], [4.092, -2.698, 1.227], [0.059, 0.224, -4.471], [-4.341, 2.806, 0.467], [-2.208, -2.003, 4.671], [0.378, -1.319, 5.193], [0.344, -0.556, -0.329], [-1.636, -3.427, -3.038], [-1.772, 0.185, -0.990], [-2.911, 2.329, 1.358], [-0.458, -2.623, -0.285], [-3.450, 2.180, 0.422], [3.633, 1.528, -3.282], [1.649, 5.177, -0.543], [-2.868, 2.627, -0.384], [4.319, 0.646, 2.742], [-0.074, 4.945, 1.217], [1.474, 0.622, -6.199], [-0.549, -0.479, 1.861], [3.056, -2.113, 2.480], [2.232, 2.567, -0.992], [-5.858, 0.766, 0.554], [3.038, 0.176, -2.422], [-1.402, -0.780, 2.686], [-1.175, -1.457, 3.859], [3.271, 0.511, -3.432], [1.248, 2.659, -0.506], [3.058, 1.026, -6.020], [3.900, -0.203, -3.963], [2.605, 0.436, 2.781], [-2.449, -3.879, -0.606], [0.441, 1.691, -0.309], [0.564, -0.246, -2.495], [4.742, -1.956, 2.445], [0.778, 0.163, -3.639], [-4.747, -0.173, 1.646], [-0.596, -4.642, -0.588], [-3.051, -3.376, -1.363], [-3.713, 0.745, 0.143], [1.100, 5.832, -1.219], [3.556, -0.446, 1.033]], "lowdin_charge": [0.124, 0.066, 0.056, -0.177, -0.039, 0.062, 0.092, 0.088, -0.064, 0.065, -0.098, 0.080, 0.081, 0.127, 0.087, 0.098, 0.065, -0.080, 0.108, 0.069, -0.150, -0.066, 0.082, 0.068, -0.627, 0.085, -0.412, 0.093, -0.035, -0.021, -0.301, 0.057, 0.145, 0.083, -0.079, 0.087, 1.229, 0.060, -0.073, 0.082, -0.363, -0.028, 0.087, -0.042, 0.079, 0.070, 0.092, 0.083, -0.065, 0.050, 0.146, 0.087, 0.071, -0.279, -0.166, -0.025, -0.233, 0.086, 0.099, 0.056, -0.103, -0.137, -0.102, 0.051, -0.265, 0.075, 0.109, 0.056, -0.155, 0.082, -0.533], "e_lumo_ha": [0.0124, 0.0124], "homo_energy_ha": [-0.222, -0.220], "total_energy_ev": -40831.67574, "multiplicity": 3, "orbital_gap_ha": [0.235, 0.232]}

Entry 3:
{"formula": "C25H34FN2ORuS2", "method": "ωB97M-V/def2-TZVPD", "elements": ["H", "C", "S", "C", "H", "C", "H", "F", "N", "C", "O", "H", "Ru", "H", "H", "C", "S", "C", "H", "H", "C", "H", "C", "C", "H", "H", "H", "H", "C", "C", "H", "H", "H", "C", "C", "C", "H", "C", "C", "H", "H", "C", "H", "C", "H", "H", "H", "H", "H", "C", "H", "H", "C", "C", "H", "C", "H", "C", "C", "H", "C", "H", "H", "H", "H", "N"], "coordinates": [[-2.660, -2.618, 0.384], [2.288, 1.268, 2.591], [2.475, 1.026, -1.094], [1.151, -4.304, 0.386], [2.304, 1.514, 3.656], [1.571, -4.403, -0.935], [1.630, -3.385, -2.839], [0.466, -1.149, -2.149], [-0.153, -0.835, 0.388], [-3.013, -1.683, -0.051], [-1.181, 1.227, -2.919], [-4.008, -1.851, -0.470], [0.018, 0.771, -0.945], [4.850, 2.617, -0.982], [1.604, 1.956, 2.093], [-3.197, 0.798, 0.277], [0.158, 3.003, 0.054], [4.275, 2.772, -0.067], [-1.698, -0.014, 5.372], [1.981, -0.397, 1.305], [-1.384, -0.137, 4.343], [3.776, -1.031, 2.860], [-2.934, -0.622, -3.843], [2.733, -1.147, 3.162], [2.072, -5.293, -1.289], [-2.931, 1.356, -6.444], [-1.594, 0.222, -6.694], [1.238, 5.306, 0.801], [1.849, -0.185, 2.365], [-2.515, 0.396, -6.135], [2.885, 5.267, 0.162], [2.531, 4.589, 1.761], [2.434, -2.181, 2.992], [-1.955, -0.496, 2.014], [0.746, -2.206, -1.303], [0.379, -0.324, 2.707], [3.292, 1.422, 2.190], [-1.418, 1.200, -4.123], [1.342, -3.337, -1.797], [-2.185, -1.221, -3.325], [-0.936, 1.898, -4.822], [-2.324, -0.284, 3.338], [0.217, -3.090, 1.890], [2.807, 2.523, -0.305], [-3.224, -0.383, -6.397], [-3.536, -0.119, -3.086], [-4.001, -0.705, 1.561], [1.289, -5.141, 1.059], [-2.345, -1.410, -0.863], [2.150, 4.712, 0.744], [-4.052, 0.803, -0.402], [4.643, 2.053, 0.671], [-3.080, -0.556, 0.989], [1.845, 3.372, 0.114], [2.668, -0.943, 4.233], [0.376, -2.029, 0.031], [4.465, 3.774, 0.307], [-0.040, -0.133, 4.016], [0.553, -3.151, 0.864], [-3.304, 1.622, 0.983], [-0.581, -0.557, 1.700], [-2.291, 0.997, -0.316], [0.701, 0.025, 4.790], [-3.380, -0.250, 3.584], [-3.565, -1.272, -4.441], [-2.275, 0.358, -4.700]], "lowdin_charge": [0.084, -0.054, 0.676, -0.091, 0.085, -0.101, 0.118, -0.071, -0.074, -0.062, -0.104, 0.079, 0.828, 0.069, 0.040, -0.055, 0.622, -0.128, 0.101, 0.079, -0.071, 0.081, -0.021, -0.054, 0.098, 0.092, 0.092, 0.052, -0.370, -0.037, 0.074, 0.082, 0.069, -0.134, -0.218, -0.140, 0.067, -0.302, -0.022, 0.082, 0.154, -0.045, 0.116, -0.829, 0.084, 0.091, 0.124, 0.103, 0.043, -0.137, 0.079, 0.065, -0.357, -0.834, 0.071, -0.265, 0.066, -0.035, -0.013, 0.088, -0.190, 0.021, 0.110, 0.109, 0.088, -0.169], "e_lumo_ha": [-0.0209, -0.0119], "homo_energy_ha": [-0.243, -0.252], "total_energy_ev": -58473.87221, "multiplicity": 2, "orbital_gap_ha": [0.222, 0.240]}

Record order is preserved below.
Energy relative to the best compared isomer or geometry (same formula, charge and spin): 189.0 132.7 95.8 kJ/mol